Record 1
ORCA calculation (wB97M-V/def2-TZVPD) on 8 unconnected molecules or ions with the total composition C8H32N16O8 in a non-equilibrium geometry.

Structure (XYZ):
```
64
Properties=species:S:1:pos:R:3:forces:R:3:lowdin_charge:R:1
O 2.582189 -17.691319 -24.118050 0.16 -0.08 0.00 0.024
O 2.351421 -18.120283 -35.296024 0.11 -0.25 -0.03 0.032
O 6.611788 -17.266240 -26.788654 0.06 0.22 -0.28 -0.004
O 7.878828 -16.868883 -30.569997 -0.44 0.31 0.07 0.045
O 4.143116 -13.706831 -32.638942 0.04 -0.71 0.54 0.001
O -0.166492 -11.446742 -31.750267 0.10 0.12 0.16 0.032
O 0.343142 -19.689860 -28.489974 -0.01 -0.33 0.07 0.038
O 3.371263 -17.699483 -29.104569 -0.05 0.56 0.55 -0.017
N 9.761326 -15.774068 -31.223791 0.45 0.63 0.43 0.152
N 1.719215 -19.762871 -30.286189 0.49 0.04 -0.56 0.144
N 3.194730 -16.798305 -26.118730 0.33 0.47 0.71 0.163
N 3.555372 -18.550272 -33.435367 -0.10 -0.07 -0.52 0.150
N 1.969939 -11.022001 -32.437821 0.24 -0.11 0.26 0.148
N 5.605379 -18.972936 -27.869704 0.74 0.65 0.55 0.173
N 3.059062 -16.057113 -30.642048 1.04 0.16 0.41 0.185
N 7.661024 -19.277019 -26.822376 0.06 0.10 -0.18 0.151
N 5.256280 -15.184760 -33.940713 -0.55 -0.50 0.18 0.175
N 1.244839 -13.196049 -32.164510 -0.51 0.20 0.71 0.135
N -0.093829 -21.167783 -30.175661 -0.26 -0.65 -0.32 0.135
N 6.384144 -13.885098 -32.396869 0.28 -0.09 0.28 0.170
N 5.000070 -16.064749 -29.400459 -1.48 -0.18 0.09 0.173
N 8.336285 -16.663634 -32.788890 0.06 0.71 0.43 0.140
N 4.592874 -18.412887 -35.508797 0.26 -0.33 1.17 0.148
N 4.389520 -16.286439 -24.219376 -0.19 0.12 -0.70 0.138
C 0.641998 -20.186123 -29.557656 -0.21 0.73 -0.08 -0.683
C 3.428064 -18.392915 -34.796303 -0.76 0.95 -0.25 -0.694
C 8.567901 -16.409527 -31.453019 0.89 -0.90 -0.20 -0.683
C 3.316875 -16.972364 -24.770257 -0.22 -0.46 0.47 -0.673
C 3.765716 -16.668558 -29.644452 0.04 -0.29 -1.02 -0.604
C 0.942902 -11.840768 -32.046851 0.04 -0.07 -0.94 -0.675
C 6.642306 -18.430659 -27.171734 -0.16 -0.44 0.45 -0.671
C 5.193831 -14.270399 -32.937128 0.16 1.40 -1.12 -0.663
H 6.363404 -13.007780 -31.904587 -0.08 -0.06 0.09 0.115
H -0.004508 -21.356812 -31.158709 0.23 0.15 0.03 0.085
H 5.525042 -15.965922 -30.255302 0.63 0.16 0.39 0.069
H 4.369710 -15.419682 -34.356367 0.07 -0.05 -0.11 0.109
H 4.383533 -18.872205 -32.972959 -0.06 0.06 0.16 0.089
H 8.433035 -18.889730 -26.314046 0.00 0.04 -0.03 0.097
H 4.604049 -15.412039 -24.666031 0.38 0.01 0.26 0.085
H -0.988375 -21.433586 -29.805956 0.08 0.27 0.38 0.098
H 6.093792 -15.485380 -34.401214 0.09 0.08 0.16 0.085
H 3.877069 -16.191953 -26.533153 -0.15 -0.26 -0.63 0.074
H 7.495269 -17.155463 -33.018986 0.03 0.01 -0.20 0.086
H 2.472686 -17.280425 -26.621026 0.05 0.06 -0.15 0.102
H 1.972401 -20.202062 -31.153504 -0.08 -0.16 0.10 0.078
H 2.170479 -16.387170 -30.967172 0.01 -0.13 0.06 0.108
H 7.241575 -14.098690 -32.876319 -0.01 -0.14 0.08 0.083
H 5.401656 -18.531672 -34.927634 0.50 -0.06 -0.74 0.079
H 4.614914 -18.295282 -36.501870 -0.03 -0.08 -0.03 0.106
H 3.548328 -15.293671 -31.080943 -0.63 0.28 -0.26 0.059
H 10.065459 -15.604626 -30.280503 -0.47 -0.21 0.17 0.108
H 7.717231 -20.223259 -27.146953 -0.05 0.00 0.03 0.089
H 2.726668 -18.283340 -32.935259 0.12 -0.21 0.32 0.087
H 8.978432 -16.282672 -33.457533 -0.22 -0.31 -0.39 0.091
H 5.694166 -19.834136 -28.372639 -0.27 0.04 -0.10 0.099
H 0.512995 -13.687095 -31.668547 0.21 -0.32 -0.05 0.095
H 10.318678 -15.266782 -31.888430 -0.34 -0.22 -0.40 0.092
H 2.360389 -19.067552 -29.917956 -0.33 -0.07 0.35 0.047
H 4.891353 -18.277050 -28.044489 -0.48 -0.87 -0.47 0.043
H 2.186842 -13.478619 -31.926068 -0.06 0.05 -0.18 0.036
H 5.454149 -16.410190 -28.564759 0.67 -0.10 -0.28 0.057
H 1.759918 -10.072726 -32.681593 -0.09 0.03 0.09 0.098
H 4.583680 -16.384609 -23.242054 -0.33 0.05 0.10 0.092
H 2.791186 -11.451429 -32.827841 -0.01 0.08 -0.09 0.074
```
Forces are in eV/Å.

Results
Energy relative to the best compared isomer or geometry (same formula, charge and spin) (kcal per mole): 43.4
SMILES: NC(N)=O.NC(N)=O.NC(N)=O.NC(N)=O.NC(N)=O.NC(N)=O.NC(N)=O.NC(N)=O

Record 2
ORCA calculation (wB97M-V/def2-TZVPD) on a molecular structure, C8H32N2O7 in a non-equilibrium geometry.

Structure (XYZ):
```
49
Properties=species:S:1:pos:R:3:forces:R:3:lowdin_charge:R:1
O -8.504470 9.237150 -1.684870 0.05 -0.09 0.18 -0.117
O -10.052130 10.897250 -3.440160 1.70 4.59 -0.45 -0.116
O -11.373840 10.890240 0.321820 0.49 0.69 1.96 -0.028
O -14.433790 6.382210 -2.309390 0.50 -0.57 -0.24 -0.157
O -11.841530 9.660340 -1.730500 2.60 -0.92 -0.99 -0.128
O -13.522970 9.720270 -0.540590 -5.40 0.83 3.47 -0.018
O -11.982800 9.898130 -3.987300 5.48 1.71 -1.27 -0.111
N -8.567180 8.560530 1.954650 -0.65 -0.17 -0.02 0.035
N -13.857530 9.362740 -4.426210 -8.05 -1.79 -1.67 0.045
C -14.059720 7.087490 -3.476260 -0.62 2.02 1.22 -0.146
C -14.618110 8.555030 -3.451430 -1.63 0.83 -1.71 -0.356
C -9.357660 8.880890 -2.741670 1.16 -2.17 -1.14 -0.181
C -6.592010 9.307950 0.725150 -1.11 0.45 0.79 -0.056
C -8.791650 8.579530 -0.472000 -1.54 1.30 -0.43 -0.208
C -8.146560 9.223670 0.735660 2.78 0.02 0.00 -0.441
C -13.707970 6.850400 -1.164630 -0.81 0.13 0.25 -0.074
C -16.125080 8.673840 -3.712940 0.24 -0.43 0.64 -0.047
H -12.689840 7.145930 -1.417920 -0.04 0.21 -0.08 0.091
H -9.479720 7.817830 -2.949310 0.43 -1.19 1.00 0.090
H -16.429860 8.200310 -4.646200 -0.13 -0.43 0.25 0.084
H -6.127140 8.328410 0.836890 0.24 0.02 -0.73 0.072
H -9.834960 8.804200 -0.250380 -0.62 -0.42 -0.10 0.095
H -14.170430 10.321670 -4.374620 0.12 0.33 0.30 0.135
H -14.384910 9.907220 -0.912550 -0.38 -0.03 -0.06 0.096
H -11.531870 10.708870 -0.604660 0.25 0.18 -0.94 -0.016
H -8.732530 7.503520 -0.635770 0.63 -0.34 0.55 0.129
H -13.528950 10.157820 0.310740 -0.51 -0.09 0.26 0.089
H -6.338810 9.840630 1.641800 0.05 -0.01 0.20 0.066
H -10.737960 10.347220 -3.061570 -0.14 2.15 -0.37 -0.050
H -14.292780 7.654900 -0.718680 0.42 0.20 -0.18 0.071
H -11.334630 9.248340 -4.259110 0.19 -0.24 -0.25 0.080
H -12.364830 9.333830 -0.998520 1.20 -0.74 -0.46 -0.056
H -14.534730 9.148420 -2.540910 0.70 -0.81 0.31 0.107
H -6.281170 9.992610 -0.063980 0.34 -0.75 -0.40 0.076
H -14.473070 6.659180 -4.389380 0.10 -0.54 0.25 0.136
H -9.970640 10.591490 -4.343540 -0.02 0.42 0.01 0.042
H -14.055700 9.163140 -5.396260 0.11 -0.80 -0.20 0.138
H -12.783160 9.393170 -3.843550 0.17 -0.85 -1.17 -0.155
H -12.450550 9.685420 -2.468540 0.54 0.41 0.56 0.025
H -16.559240 8.270290 -2.798200 -0.79 -0.45 -0.42 0.083
H -16.471910 9.704790 -3.783400 0.34 0.21 0.08 0.078
H -8.788230 9.164120 -3.626890 -0.28 0.19 0.01 0.104
H -12.976440 7.199600 -3.521400 0.24 -0.38 -0.25 0.121
H -10.381850 9.253680 -2.754020 1.98 -2.19 1.26 0.016
H -8.315670 7.583450 1.908140 0.46 -0.31 0.04 0.066
H -12.233080 10.800250 0.733940 0.72 0.55 0.43 0.005
H -9.570330 8.512780 1.847370 -0.57 0.11 0.56 0.056
H -13.640870 6.144400 -0.336880 -0.17 -0.75 -0.58 0.095
H -8.397180 10.278510 0.847970 -0.78 -0.10 -0.48 0.138
```
Forces are in eV/Å.

Results
Energy relative to the best compared isomer or geometry (same formula, charge and spin) (kcal per mole): 237.3

Record 3
ORCA calculation (wB97M-V/def2-TZVPD) on a molecular structure, C8H32N6O8 in a non-equilibrium geometry.

Structure (XYZ):
```
54
Properties=species:S:1:pos:R:3:forces:R:3:lowdin_charge:R:1
O 24.433610 26.229450 -0.430050 -0.26 -2.68 7.32 -0.097
O 22.288840 23.496840 -6.553700 1.63 -1.69 -4.77 -0.101
O 24.410350 24.663750 -4.511400 -6.96 0.28 0.27 -0.099
O 20.800340 25.089300 -3.007730 -5.18 1.57 4.11 -0.119
O 24.586980 26.804790 -2.297830 10.75 12.84 -6.52 0.122
O 21.680490 21.550770 -2.697230 0.23 -0.01 -0.03 0.027
O 24.563270 26.728540 -5.244610 -1.41 3.97 -2.15 -0.112
O 27.582300 22.683360 -4.488900 0.44 -0.68 0.05 0.012
N 25.347780 22.749760 -4.558110 -2.67 -6.84 -0.46 0.156
N 23.139440 25.597820 -2.906300 -4.08 -3.49 -0.36 0.203
N 26.389460 24.571150 -4.505240 7.04 4.45 -0.38 0.128
N 22.202030 24.371760 -4.457890 4.04 0.15 -0.53 0.160
N 21.300220 22.172880 -4.825890 -3.36 -1.32 -1.43 0.135
N 23.222640 21.457680 -4.297960 4.37 -2.37 -0.44 0.169
C 23.338460 24.890420 -3.960740 -7.75 -1.69 1.37 -0.577
C 26.506670 23.276910 -4.531350 4.24 0.10 0.33 -0.737
C 23.207920 27.225610 -5.145540 1.18 0.35 0.44 -0.095
C 23.167470 24.561140 -6.902210 -0.04 1.80 -1.16 -0.059
C 22.042900 21.665030 -3.870490 -3.16 0.43 2.93 -0.751
C 21.182840 24.284420 -1.866270 -0.89 -0.31 1.31 -0.057
C 24.822140 24.873970 -0.614640 -0.91 0.34 1.18 -0.132
C 25.807400 26.510460 -2.885720 3.83 0.19 -1.29 -0.001
H 23.892030 24.309720 -0.546660 0.27 -0.66 -0.04 0.073
H 23.182670 24.789010 -7.968020 -0.34 -0.13 -0.01 0.107
H 22.331680 23.911600 -5.347580 -0.88 -0.31 1.73 -0.064
H 24.199030 24.511710 -6.553590 -0.33 -0.66 -0.17 0.108
H 24.559990 26.672940 -1.272040 0.34 -0.75 5.14 -0.254
H 24.450890 27.755050 -2.307070 -0.23 0.74 -0.53 0.216
H 26.456100 27.386400 -2.881180 -0.22 0.12 -0.08 0.145
H 22.456590 26.464300 -5.355370 0.00 0.70 -0.59 0.061
H 19.919420 25.392700 -2.776380 -0.44 0.33 -0.24 0.143
H 25.521740 25.053770 -4.320230 2.83 -2.15 -0.10 -0.096
H 23.488220 21.572000 -5.265690 0.25 -0.16 0.73 0.111
H 22.170660 25.744010 -2.660930 1.11 0.47 -0.53 0.085
H 25.307100 24.653280 -1.565540 -0.24 -0.17 0.14 0.065
H 25.497790 24.589430 0.191980 0.05 -0.20 -0.02 0.087
H 25.308000 21.752390 -4.403920 0.68 0.51 -0.38 0.101
H 22.094290 23.757900 -2.149340 -0.62 -0.10 0.56 0.082
H 24.545180 23.357580 -4.638620 0.44 -1.61 0.05 0.011
H 25.703180 26.159170 -3.912280 0.41 2.60 1.93 0.054
H 23.150280 28.131800 -5.748530 -0.34 -0.13 0.15 0.101
H 23.855350 26.200070 -2.525680 -4.52 -3.69 -1.25 -0.238
H 27.176660 25.157530 -4.267400 0.99 -1.13 -0.59 0.124
H 23.884460 21.177500 -3.588310 -0.06 -0.19 -0.45 0.133
H 21.499820 21.802480 -5.744070 -1.18 0.41 0.28 0.117
H 24.539440 25.916520 -4.733080 -0.12 0.91 -1.46 -0.098
H 21.305240 24.964880 -1.023590 0.52 -0.09 0.11 0.107
H 20.426210 22.597010 -4.549650 -0.04 -0.62 -0.62 0.139
H 22.829780 22.706450 -6.618980 -0.10 -0.27 -0.45 0.092
H 22.685400 25.343070 -6.315450 0.62 0.19 -1.24 0.058
H 21.362060 24.434320 -3.900550 0.68 -0.69 -2.08 -0.042
H 26.385020 25.713070 -2.418150 -0.61 0.43 0.71 0.119
H 23.022970 27.331310 -4.076560 -0.32 1.33 -0.24 0.072
H 20.341610 23.644080 -1.600960 0.33 -0.42 -0.25 0.104
```
Forces are in eV/Å.

Results
Energy relative to the best compared isomer or geometry (same formula, charge and spin) (kcal per mole): 480.3

Record 4
ORCA calculation (wB97M-V/def2-TZVPD) on 5 unconnected molecules or ions with the total composition C8H32NO5P2S4.

Structure (XYZ):
```
52
Properties=species:S:1:pos:R:3:forces:R:3:lowdin_charge:R:1
S 1.093711 0.769176 -0.743697 0.13 0.02 0.17 0.796
S -3.255400 -3.645509 -2.304911 0.17 0.26 -0.09 0.776
S -0.611798 2.003781 4.784274 -0.09 -0.11 0.02 0.794
S -0.129905 4.459775 -3.672527 0.05 -0.08 -0.08 0.804
P 1.172175 -4.033889 0.202700 -0.11 -0.50 -0.05 0.007
P 3.301665 -3.534867 0.999514 -0.12 0.05 0.88 0.516
O 3.645632 -1.996641 0.453574 0.12 -0.18 -0.57 -0.474
O -0.720704 4.104848 -2.358989 -0.11 0.25 0.02 -0.551
O 1.431344 -0.623120 -1.130869 0.04 0.25 -0.52 -0.572
O -2.606651 -4.675750 -1.472380 -0.24 -0.39 0.07 -0.545
O 0.446866 2.155623 3.757601 0.08 0.16 -0.04 -0.549
N 4.237066 -4.577467 -0.045786 0.17 0.33 0.06 -0.308
C -0.457738 1.194566 -1.542666 -0.13 -0.19 0.12 -0.282
C -4.472211 -2.815385 -1.264691 -0.03 0.06 0.03 -0.284
C 0.171635 2.271884 6.380461 0.03 -0.02 0.08 -0.279
C -2.092619 -2.275403 -2.363499 -0.06 0.11 -0.04 -0.276
C -0.531739 6.185314 -3.977871 0.03 0.08 0.00 -0.276
C -0.867951 0.238217 4.986997 -0.02 -0.05 0.05 -0.264
C 0.456270 0.651382 0.922080 -0.16 0.10 0.09 -0.274
C 1.623968 4.708729 -3.388894 0.08 0.03 -0.02 -0.263
H -0.243400 6.779853 -3.111066 -0.01 -0.02 0.02 0.056
H -0.802663 2.158247 -1.179418 0.02 0.02 -0.04 0.024
H -5.265847 -3.530174 -1.055542 0.01 -0.02 -0.01 0.040
H 3.301372 -1.878676 -0.448964 -0.19 0.16 0.17 -0.010
H -0.010563 6.526477 -4.872442 -0.01 -0.01 -0.01 0.050
H -1.192519 0.412804 -1.343853 0.07 -0.05 0.02 0.037
H 2.051998 3.741342 -3.132737 -0.02 -0.01 0.01 0.051
H -4.880430 -1.953316 -1.793619 0.00 0.00 -0.01 0.044
H 1.800941 -4.819448 -0.922726 -0.08 -0.08 0.15 -0.109
H -1.787244 -2.030507 -1.345975 0.07 -0.08 0.00 0.052
H -1.548141 0.061977 5.820745 -0.01 0.00 -0.01 0.050
H 1.055802 1.639121 6.455147 0.00 0.00 -0.03 0.059
H 1.145367 -2.850201 -0.627049 0.07 0.07 -0.13 -0.128
H 1.280735 0.353700 1.565569 0.02 -0.03 -0.03 0.055
H -1.606902 6.248147 -4.131331 0.00 -0.02 0.01 0.047
H -3.992540 -2.509108 -0.334917 0.03 -0.03 -0.01 0.056
H 0.458719 3.320057 6.432142 0.00 0.00 -0.02 0.045
H 1.253612 -5.235596 1.115715 0.11 0.07 -0.03 -0.125
H 0.092481 -0.247303 5.157945 0.01 0.01 -0.04 0.065
H -0.268739 1.258646 -2.612635 0.00 0.01 0.00 0.042
H -0.537160 2.042963 7.176507 0.00 0.01 0.00 0.048
H 1.757694 5.404224 -2.560606 -0.03 -0.01 0.02 0.060
H -1.223083 -2.609341 -2.925595 0.03 -0.02 0.05 0.059
H -0.317213 -0.118296 0.938352 0.06 -0.06 -0.02 0.056
H 0.063984 1.612586 1.252479 0.06 0.02 0.00 0.037
H -2.554100 -1.418283 -2.857481 0.01 -0.01 -0.01 0.046
H -1.307990 -0.136876 4.065381 0.02 0.01 -0.02 0.051
H 3.746638 -5.460475 -0.159141 -0.13 0.05 -0.24 -0.029
H 2.088945 5.090883 -4.297866 0.01 -0.02 0.00 0.052
H 5.128551 -4.759194 0.395295 0.04 -0.20 -0.04 -0.031
H 0.625875 -3.218449 1.357270 0.04 -0.05 -0.01 -0.121
H -0.147797 -4.441045 -0.240003 0.02 0.10 0.04 -0.124
```
Forces are in eV/Å.

Results
Net charge: -1

Number 1: DFT total energy -49044.6963 eV, HOMO-LUMO gap 8.225 eV, highest occupied orbital energy -8.9 eV. Number 2: DFT total energy -26117.2454 eV, HOMO-LUMO gap 7.888 eV, highest occupied orbital energy -8.2 eV. Number 3: DFT total energy -34116.1631 eV, HOMO-LUMO gap 8.356 eV, highest occupied orbital energy -8.5 eV. Number 4: DFT total energy -82455.3560 eV, HOMO-LUMO gap 3.783 eV, highest occupied orbital energy -1.9 eV.